Below is a structure of composition C49H51ClN3O2PS4Tc in a non-equilibrium geometry, with properties calculated with ωB97M-V/def2-TZVPD.

The molar mass is 1006.7 Da. As for the multiplicity: 4. The net charge is 0. As for the frontier orbital gap (spin up / spin down): 6.11 / 4.08 eV. The value obtained for the total energy is -4687.55050 Eh. For the LUMO energy (spin up / spin down), the calculation gives -0.804 / -3.048 eV. For the strongest force on any atom, the calculation gives 0.0723 hartree/bohr.

Atoms and positions in Å:
1 Tc 0.788 1.125 0.373
2 C -1.961 2.768 5.456
3 C -1.806 2.854 3.920
4 C -0.428 3.261 3.542
5 C -2.444 1.627 3.270
6 C -3.835 1.474 3.508
7 C -4.484 0.306 3.084
8 C -3.787 -0.738 2.506
9 C -2.421 -0.612 2.199
10 C -1.731 -1.811 1.665
11 C -1.626 -2.702 2.926
12 C -2.463 -2.612 0.589
13 C -1.794 0.643 2.471
14 N -0.436 0.779 2.146
15 C 0.364 0.148 3.098
16 O 0.140 0.123 4.324
17 C 1.705 -0.304 2.618
18 C 2.704 -0.523 3.539
19 C 3.927 -0.951 3.054
20 C 4.049 -1.332 1.747
21 C 2.956 -1.204 0.837
22 N 1.772 -0.586 1.235
23 C 3.118 -1.964 -0.482
24 O 4.087 -1.843 -1.223
25 N 2.086 -2.816 -0.651
26 C 2.229 -3.898 -1.543
27 C 2.428 -5.232 -1.022
28 C 2.341 -6.335 -1.846
29 C 2.256 -6.116 -3.197
30 C 2.062 -4.847 -3.746
31 C 2.006 -3.735 -2.914
32 C 1.878 -2.351 -3.619
33 C 3.181 -2.009 -4.377
34 C 0.630 -2.282 -4.613
35 C 2.680 -5.476 0.459
36 C 4.192 -5.235 0.762
37 C 2.301 -6.852 1.028
38 H -1.398 3.585 5.881
39 H -3.042 2.860 5.804
40 H -1.474 1.844 5.843
41 H -2.473 3.707 3.631
42 H 0.334 2.537 3.926
43 H -0.239 3.381 2.494
44 H -0.219 4.205 4.012
45 H -4.410 2.270 3.992
46 H -5.536 0.225 3.237
47 H -4.190 -1.715 2.436
48 H -0.716 -1.479 1.324
49 H -2.673 -2.925 3.279
50 H -1.068 -3.657 2.795
51 H -1.096 -2.203 3.798
52 H -3.247 -3.264 1.039
53 H -2.986 -2.057 -0.168
54 H -1.759 -3.222 -0.010
55 H 2.514 -0.240 4.614
56 H 4.802 -0.903 3.714
57 H 4.991 -1.791 1.376
58 H 2.117 -7.347 -1.469
59 H 2.357 -6.953 -3.877
60 H 2.027 -4.682 -4.779
61 H 1.766 -1.602 -2.827
62 H 3.364 -2.525 -5.320
63 H 3.083 -0.949 -4.550
64 H 4.059 -2.123 -3.702
65 H 1.010 -2.833 -5.525
66 H -0.233 -2.820 -4.166
67 H 0.337 -1.276 -4.915
68 H 2.073 -4.713 1.028
69 H 4.822 -5.937 0.167
70 H 4.446 -4.232 0.606
71 H 4.332 -5.395 1.841
72 H 3.000 -7.584 0.594
73 H 2.370 -6.853 2.121
74 H 1.283 -7.175 0.818
75 S 2.356 2.513 0.909
76 S 3.451 2.940 -0.913
77 S 3.301 1.211 -1.904
78 S 1.273 0.591 -1.728
79 Cl -1.853 -0.068 -1.616
80 C -3.065 1.190 -1.144
81 C -4.434 1.033 -1.262
82 C -5.356 1.997 -0.728
83 C -4.791 3.087 -0.061
84 C -3.450 3.226 0.092
85 C -2.528 2.375 -0.611
86 P -0.792 2.733 -0.690
87 C -0.710 4.595 -0.459
88 C -1.533 5.424 -1.170
89 C -1.528 6.790 -0.971
90 C -0.484 7.363 -0.309
91 C 0.400 6.508 0.415
92 C 0.292 5.109 0.329
93 C -0.568 2.792 -2.517
94 C -1.544 2.373 -3.462
95 C -1.173 2.324 -4.775
96 C -0.008 2.952 -5.244
97 C 0.907 3.472 -4.339
98 C 0.617 3.355 -2.982
99 H -4.818 0.202 -1.813
100 H -6.416 1.873 -0.835
101 H -5.411 3.848 0.384
102 H -3.021 4.071 0.625
103 H -2.240 4.966 -1.859
104 H -2.363 7.452 -1.275
105 H -0.326 8.456 -0.304
106 H 1.139 6.995 1.092
107 H 0.889 4.435 0.901
108 H -2.607 2.294 -3.234
109 H -1.846 1.888 -5.550
110 H 0.081 3.075 -6.295
111 H 1.786 3.978 -4.636
112 H 1.383 3.680 -2.245

=====

Below is a structure of composition C49H51N7O7Re, with properties calculated with ωB97M-V/def2-TZVPD.

The molar mass is 1036.2 Da. As for the multiplicity: 4. The net charge is -2. As for the frontier orbital gap (spin up / spin down): 5.42 / 5.45 eV. The value obtained for the total energy is -2885.94715 Eh. For the LUMO energy (spin up / spin down), the calculation gives 4.275 / 4.275 eV. For the relative energy (zero: lowest compared OMol25 entry of this formula, charge and spin), the calculation gives 1.8272 eV. For the strongest force on any atom, the calculation gives 0.0133 hartree/bohr.

Atoms and positions in Å:
1 Re -0.786 0.094 -0.102
2 C 1.067 -5.703 2.017
3 C 1.417 -4.339 2.614
4 C 1.421 -3.225 1.612
5 C 2.733 -1.487 0.900
6 C 4.152 -1.093 0.502
7 C 5.262 -1.350 1.511
8 C 1.737 -1.294 -0.242
9 C 2.078 -0.866 -1.465
10 C 1.108 -0.475 -2.470
11 C 1.178 -0.518 -3.850
12 C 2.305 -1.078 -4.661
13 C 3.295 -0.004 -5.123
14 C 0.014 0.135 -4.333
15 C -0.705 0.550 -3.222
16 C -1.860 1.419 -3.174
17 C -2.557 1.633 -2.041
18 N -2.496 0.855 -0.898
19 C -2.752 1.774 0.243
20 C -3.591 1.118 1.301
21 C -3.171 -0.063 1.790
22 N -1.992 -0.657 1.389
23 C -1.927 -1.909 1.965
24 C -0.944 -2.813 1.804
25 C 0.337 -2.544 1.162
26 N 0.412 -1.566 0.148
27 C -3.097 -2.071 2.844
28 C -3.831 -0.951 2.759
29 C -5.039 -0.555 3.543
30 C -4.674 0.377 4.701
31 C -3.322 -3.261 3.719
32 C -3.867 -4.472 2.958
33 C -3.436 2.972 -0.408
34 C -3.357 2.834 -1.736
35 C -3.923 3.711 -2.807
36 C -5.173 3.095 -3.439
37 C -4.159 4.043 0.346
38 C -3.323 4.759 1.404
39 N -0.035 0.174 -2.074
40 C -0.396 0.324 -5.761
41 C -1.534 -0.610 -6.183
42 H 1.103 -6.488 2.777
43 H 1.767 -5.965 1.221
44 H 0.066 -5.691 1.583
45 H 2.415 -4.374 3.056
46 H 0.732 -4.101 3.432
47 H 4.126 -0.032 0.243
48 H 4.383 -1.641 -0.414
49 H 5.179 -0.707 2.388
50 H 6.228 -1.140 1.047
51 H 5.273 -2.389 1.842
52 H 3.117 -0.664 -1.683
53 H 1.915 -1.606 -5.539
54 H 2.838 -1.829 -4.070
55 H 2.787 0.754 -5.723
56 H 4.110 -0.427 -5.719
57 H 3.729 0.506 -4.260
58 H -2.047 2.046 -4.039
59 H -4.521 1.560 1.630
60 H -1.043 -3.744 2.340
61 H -5.539 -1.449 3.927
62 H -5.756 -0.058 2.881
63 H -3.984 -0.114 5.390
64 H -5.563 0.694 5.252
65 H -4.170 1.268 4.324
66 H -4.010 -2.994 4.524
67 H -2.376 -3.515 4.205
68 H -4.839 -4.242 2.517
69 H -3.985 -5.334 3.619
70 H -3.199 -4.754 2.142
71 H -3.166 3.862 -3.581
72 H -4.156 4.701 -2.407
73 H -4.944 2.105 -3.836
74 H -5.557 3.713 -4.254
75 H -5.962 2.977 -2.693
76 H -5.042 3.606 0.830
77 H -4.547 4.774 -0.369
78 H -3.039 4.084 2.209
79 H -3.881 5.592 1.838
80 H -2.396 5.147 0.977
81 H 0.467 0.161 -6.415
82 H -0.709 1.361 -5.933
83 H -1.232 -1.652 -6.067
84 H -1.830 -0.448 -7.225
85 H -2.404 -0.450 -5.545
86 O 2.712 -2.863 1.248
87 C 2.163 -0.616 2.084
88 O 1.713 0.469 1.791
89 C 2.081 -1.154 3.477
90 C 3.103 -1.856 4.039
91 C 3.017 -2.371 5.349
92 C 1.849 -2.230 6.083
93 C 0.775 -1.593 5.517
94 C 0.796 -0.958 4.193
95 O -0.144 -0.332 3.729
96 N -0.436 -1.562 6.310
97 O -0.325 -1.559 7.537
98 O -1.514 -1.560 5.744
99 N 4.117 -3.080 5.903
100 O 5.148 -3.187 5.238
101 O 4.021 -3.542 7.041
102 H 4.008 -2.051 3.493
103 H 1.771 -2.641 7.078
104 N -1.305 1.925 0.597
105 C -0.774 2.567 1.731
106 C 0.277 3.459 1.498
107 C 0.888 4.141 2.538
108 C 0.460 3.946 3.844
109 C -0.566 3.044 4.090
110 C -1.172 2.353 3.053
111 H 0.605 3.594 0.474
112 H 1.705 4.821 2.327
113 H 0.939 4.470 4.664
114 H -0.877 2.841 5.109
115 H -1.922 1.611 3.270

=====

Below is a structure of composition C49H52BrCaCl3GeIN3O7S in a non-equilibrium geometry, with properties calculated with ωB97M-V/def2-TZVPD.

The molar mass is 1252.9 Da. As for the multiplicity: 2. The net charge is -1. As for the frontier orbital gap (spin up / spin down): 5.50 / 5.49 eV. The value obtained for the total energy is -9994.59844 Eh. For the LUMO energy (spin up / spin down), the calculation gives -0.056 / -0.058 eV. For the relative energy (zero: lowest compared OMol25 entry of this formula, charge and spin), the calculation gives 1.3361 eV. For the strongest force on any atom, the calculation gives 0.0715 hartree/bohr.

Atoms and positions in Å:
1 Ca -17.122 -13.731 12.911
2 C -20.193 -9.569 6.739
3 C -19.410 -9.075 7.994
4 C -20.422 -8.419 8.863
5 C -18.477 -7.954 7.471
6 C -18.645 -10.218 8.663
7 C -18.882 -10.425 9.998
8 C -18.280 -11.553 10.643
9 N -18.552 -11.931 11.860
10 C -19.661 -11.721 12.566
11 C -20.930 -11.356 11.933
12 C -22.044 -11.286 12.720
13 C -21.921 -11.319 14.143
14 C -20.773 -11.590 14.770
15 C -19.647 -11.988 13.966
16 O -18.693 -12.586 14.475
17 C -20.723 -11.715 16.312
18 C -19.371 -11.504 16.988
19 C -21.756 -10.734 17.007
20 C -21.191 -13.191 16.692
21 C -23.396 -11.207 11.992
22 C -24.124 -12.531 12.292
23 C -24.306 -10.088 12.614
24 C -23.264 -10.805 10.496
25 C -17.311 -12.367 9.928
26 O -16.786 -13.361 10.540
27 C -17.069 -12.049 8.548
28 C -17.768 -11.042 7.999
29 C -16.056 -12.850 7.739
30 C -14.738 -12.896 8.471
31 C -15.731 -12.190 6.327
32 C -16.502 -14.286 7.581
33 H -20.765 -8.730 6.336
34 H -20.884 -10.396 6.915
35 H -19.527 -9.855 5.930
36 H -20.969 -7.638 8.329
37 H -20.041 -7.984 9.737
38 H -21.084 -9.168 9.305
39 H -19.078 -7.201 6.976
40 H -17.831 -8.476 6.707
41 H -17.982 -7.488 8.330
42 H -19.457 -9.717 10.637
43 H -20.872 -11.298 10.870
44 H -22.870 -11.009 14.644
45 H -18.849 -10.542 16.745
46 H -18.650 -12.242 16.772
47 H -19.573 -11.494 18.062
48 H -21.736 -9.685 16.631
49 H -21.383 -10.774 17.995
50 H -22.728 -11.185 16.889
51 H -20.555 -13.975 16.301
52 H -22.142 -13.407 16.209
53 H -21.236 -13.215 17.783
54 H -24.051 -12.750 13.344
55 H -23.752 -13.348 11.729
56 H -25.246 -12.623 12.042
57 H -24.691 -10.368 13.549
58 H -25.149 -9.979 11.927
59 H -23.784 -9.109 12.513
60 H -22.533 -11.342 9.958
61 H -22.916 -9.802 10.508
62 H -24.278 -10.921 10.036
63 H -17.617 -10.775 6.979
64 H -14.241 -11.944 8.678
65 H -13.963 -13.452 7.909
66 H -14.855 -13.364 9.487
67 H -15.362 -11.160 6.453
68 H -16.744 -12.052 5.779
69 H -15.093 -12.897 5.708
70 H -17.004 -14.710 8.456
71 H -15.734 -15.021 7.319
72 H -17.348 -14.385 6.753
73 O -14.383 -17.212 8.361
74 C -14.713 -16.841 9.461
75 C -14.007 -16.077 10.476
76 O -12.833 -15.799 10.419
77 C -15.053 -15.618 11.490
78 C -16.366 -16.136 11.043
79 O -17.400 -15.815 11.564
80 C -16.163 -17.186 10.025
81 O -16.810 -18.113 9.654
82 O -14.899 -14.939 12.477
83 Cl -15.776 -13.916 17.007
84 Ge -16.779 -15.500 15.622
85 Cl -18.646 -15.900 16.931
86 Cl -15.618 -17.287 16.310
87 S -12.527 -8.890 15.488
88 C -13.737 -9.931 14.738
89 C -13.621 -10.328 13.424
90 C -14.536 -11.264 12.876
91 N -15.512 -11.843 13.573
92 C -15.657 -11.389 14.860
93 C -14.803 -10.437 15.436
94 C -11.192 -9.163 14.279
95 C -10.498 -10.367 14.221
96 C -9.428 -10.461 13.279
97 N -9.041 -9.476 12.503
98 C -9.797 -8.384 12.464
99 C -10.816 -8.173 13.389
100 H -12.827 -10.003 12.729
101 H -14.508 -11.542 11.842
102 H -16.544 -11.893 15.310
103 H -15.005 -10.250 16.456
104 H -10.728 -11.250 14.830
105 H -8.885 -11.452 13.324
106 H -9.546 -7.628 11.766
107 H -11.375 -7.231 13.350
108 Br -20.323 -18.653 11.214
109 C -20.197 -17.086 10.202
110 C -20.144 -17.171 8.831
111 C -20.154 -16.022 8.083
112 C -20.108 -14.759 8.619
113 C -20.161 -14.637 9.997
114 C -20.218 -15.785 10.773
115 I -20.444 -15.578 12.820
116 H -20.120 -18.123 8.311
117 H -20.100 -16.197 7.047
118 H -20.195 -13.893 7.934
119 H -20.226 -13.729 10.539

=====

Below is a structure of composition C49H52N3OsP3STe in a non-equilibrium geometry, with properties calculated with ωB97M-V/def2-TZVPD.

The molar mass is 1125.8 Da. As for the multiplicity: 5. The net charge is +2. As for the frontier orbital gap (spin up / spin down): 7.27 / 6.16 eV. The value obtained for the total energy is -3842.98707 Eh. For the LUMO energy (spin up / spin down), the calculation gives -5.285 / -7.330 eV. For the strongest force on any atom, the calculation gives 0.0478 hartree/bohr.

Atoms and positions in Å:
1 Os 0.280 0.329 -0.128
2 Te -2.192 -3.864 1.209
3 C -1.820 -3.997 3.299
4 C -0.534 -4.271 3.821
5 C -0.418 -4.328 5.221
6 N -1.436 -4.019 6.062
7 C -2.659 -3.853 5.523
8 C -2.886 -3.825 4.157
9 C -1.680 -1.937 0.802
10 P -1.761 -1.180 -0.798
11 C -2.127 -2.341 -2.190
12 C -1.663 -3.676 -2.325
13 C -2.104 -4.452 -3.417
14 C -2.911 -3.944 -4.411
15 C -3.469 -2.679 -4.245
16 C -3.053 -1.909 -3.150
17 C -3.160 -0.038 -0.801
18 C -4.332 -0.414 -0.157
19 C -5.411 0.407 -0.298
20 C -5.376 1.516 -1.079
21 C -4.163 1.910 -1.675
22 C -3.049 1.132 -1.568
23 P -1.131 -0.530 1.734
24 C -2.509 0.564 2.289
25 C -3.665 -0.037 2.807
26 C -4.759 0.759 3.142
27 C -4.619 2.144 3.017
28 C -3.462 2.744 2.539
29 C -2.389 1.961 2.103
30 C -0.140 -0.893 3.184
31 C -0.679 -0.508 4.434
32 C 0.081 -0.709 5.541
33 C 1.396 -1.276 5.417
34 C 1.917 -1.515 4.151
35 C 1.137 -1.348 3.008
36 H 0.350 -4.332 3.164
37 H 0.561 -4.564 5.674
38 H -3.480 -3.690 6.175
39 H -3.933 -3.606 3.905
40 H -0.957 -4.086 -1.639
41 H -1.654 -5.480 -3.503
42 H -3.160 -4.599 -5.287
43 H -4.203 -2.266 -4.953
44 H -3.442 -0.875 -3.096
45 H -4.397 -1.223 0.516
46 H -6.291 0.179 0.312
47 H -6.298 2.086 -1.230
48 H -4.148 2.823 -2.280
49 H -2.140 1.463 -2.048
50 H -3.669 -1.074 2.922
51 H -5.692 0.364 3.490
52 H -5.419 2.706 3.413
53 H -3.397 3.819 2.561
54 H -1.465 2.340 1.679
55 H -1.694 -0.137 4.479
56 H -0.259 -0.473 6.539
57 H 2.084 -1.327 6.285
58 H 2.947 -1.882 4.045
59 H 1.530 -1.570 2.000
60 C 3.884 5.612 2.034
61 C 2.865 5.041 1.148
62 C 2.619 5.395 -0.177
63 C 1.591 4.733 -0.872
64 N 1.117 3.594 -0.391
65 C 1.545 3.243 0.853
66 S 1.241 1.642 1.527
67 N 2.281 3.928 1.656
68 H 4.192 6.606 1.742
69 H 4.739 4.955 2.156
70 H 3.451 5.641 3.037
71 H 2.988 6.292 -0.614
72 H 1.180 5.046 -1.801
73 C 4.112 -1.528 -2.543
74 C 2.691 -1.606 -1.984
75 C 1.912 -2.566 -2.888
76 C 2.729 -2.213 -0.559
77 P 1.915 0.111 -1.949
78 C 3.234 1.229 -1.472
79 C 3.770 2.209 -2.282
80 C 4.678 3.157 -1.787
81 C 5.113 3.118 -0.465
82 C 4.657 2.074 0.328
83 C 3.765 1.133 -0.164
84 C 1.141 0.623 -3.543
85 C -0.127 -0.225 -3.730
86 C 2.057 0.471 -4.765
87 C 0.714 2.123 -3.513
88 H 4.518 -2.560 -2.621
89 H 4.801 -0.956 -1.872
90 H 4.134 -1.104 -3.575
91 H 2.471 -3.476 -2.923
92 H 1.806 -2.184 -3.877
93 H 0.914 -2.845 -2.484
94 H 3.031 -3.248 -0.612
95 H 1.724 -2.277 -0.076
96 H 3.501 -1.764 0.072
97 H 3.454 2.355 -3.349
98 H 5.061 3.910 -2.467
99 H 5.803 3.842 -0.095
100 H 4.961 1.978 1.362
101 H 3.404 0.422 0.521
102 H -0.023 -1.268 -3.522
103 H -0.385 -0.135 -4.756
104 H -0.891 0.123 -3.052
105 H 3.079 0.859 -4.610
106 H 1.646 1.073 -5.527
107 H 2.249 -0.560 -5.117
108 H 0.041 2.373 -2.701
109 H 0.055 2.280 -4.391
110 H 1.566 2.808 -3.650